(1)
Molecular formula: C42H122N4O30
Method: DFT, ωB97M-V/def2-TZVPD

Last column: Löwdin charge in e.
Positions of all 198 atoms, in Å:
C -3.290 -2.607 2.962  -0.192
C -3.982 -3.835 2.430  -0.253
O -5.401 -3.731 2.550  -0.050
O -1.899 -2.700 2.634  -0.094
H -3.512 -2.481 4.022  0.125
H -3.590 -1.753 2.354  0.113
H -3.532 -4.687 2.939  0.123
H -3.766 -4.002 1.375  0.101
H -5.731 -4.513 2.103  0.084
H -1.794 -2.690 1.680  0.037
C -2.296 0.790 -6.087  -0.194
C -1.042 1.248 -5.380  -0.247
O -0.431 0.111 -4.811  -0.054
O -3.407 0.344 -5.281  -0.101
H -1.977 -0.078 -6.663  0.125
H -2.641 1.596 -6.734  0.120
H -1.260 1.945 -4.571  0.091
H -0.388 1.857 -6.004  0.127
H -1.172 -0.345 -4.405  0.072
H -4.130 0.048 -5.839  0.095
C -5.410 1.115 1.203  -0.246
C -5.332 2.195 0.128  -0.206
O -5.708 1.533 -1.078  -0.101
O -4.752 1.704 2.295  -0.077
H -4.831 0.205 1.048  0.094
H -6.421 0.760 1.403  0.124
H -4.329 2.570 -0.074  0.111
H -5.954 3.051 0.390  0.125
H -6.601 1.194 -0.985  0.082
H -3.820 1.505 2.181  0.036
C -1.360 6.165 0.835  -0.245
C -2.181 5.072 0.167  -0.220
O -2.405 5.267 -1.222  -0.085
O -2.015 7.267 1.407  -0.059
H -0.663 6.572 0.102  0.107
H -0.805 5.731 1.667  0.109
H -3.109 4.927 0.720  0.119
H -1.666 4.117 0.272  0.092
H -1.638 5.036 -1.752  0.019
H -2.699 6.952 2.002  0.082
C 3.166 2.804 -4.821  -0.197
C 1.999 2.468 -3.875  -0.235
O 2.034 3.001 -2.571  -0.063
O 4.402 2.145 -4.423  -0.073
H 3.342 3.879 -4.865  0.115
H 2.883 2.588 -5.851  0.118
H 1.817 1.394 -3.867  0.118
H 1.091 2.819 -4.365  0.103
H 2.938 2.958 -2.248  0.097
H 4.986 2.363 -5.153  0.079
C 2.478 -6.166 2.400  -0.255
C 2.880 -7.162 1.258  -0.243
O 2.378 -8.449 1.531  -0.064
O 2.901 -4.863 2.183  -0.083
H 2.929 -6.511 3.330  0.123
H 1.395 -6.219 2.509  0.109
H 3.963 -7.162 1.136  0.113
H 2.452 -6.843 0.308  0.100
H 1.428 -8.504 1.410  0.082
H 3.012 -4.386 3.008  0.024
C 3.417 -3.922 -1.741  -0.187
C 4.733 -4.718 -1.362  -0.224
O 5.598 -3.890 -0.646  -0.086
O 3.601 -3.078 -2.900  -0.104
H 3.087 -3.348 -0.876  0.098
H 2.615 -4.591 -2.051  0.102
H 5.257 -5.164 -2.207  0.117
H 4.574 -5.541 -0.665  0.092
H 6.356 -4.444 -0.445  0.096
H 4.276 -2.411 -2.749  -0.010
C 4.154 -1.405 4.274  -0.183
C 3.454 -2.517 5.101  -0.201
O 2.616 -3.323 4.324  -0.085
O 4.988 -1.972 3.219  -0.077
H 4.681 -0.626 4.825  0.113
H 3.410 -0.840 3.712  0.091
H 2.778 -2.129 5.864  0.116
H 4.196 -3.153 5.584  0.124
H 1.709 -3.063 4.505  0.045
H 4.467 -2.517 2.625  0.056
C -0.287 -4.742 -0.263  -0.154
C -1.424 -5.821 -0.136  -0.234
O -1.025 -7.146 -0.444  -0.050
O -0.789 -3.479 0.296  -0.103
H 0.132 -4.582 -1.257  0.115
H 0.547 -5.068 0.359  0.099
H -2.268 -5.476 -0.734  0.107
H -1.903 -5.698 0.835  0.108
H -0.627 -7.134 -1.318  0.087
H -0.142 -2.827 0.016  0.039
C -0.010 7.336 -3.011  -0.234
C 0.140 5.867 -3.492  -0.212
O 0.020 5.009 -2.398  -0.083
O 1.153 7.750 -2.350  -0.051
H -0.884 7.517 -2.385  0.116
H -0.226 8.004 -3.845  0.115
H 1.116 5.715 -3.955  0.121
H -0.652 5.587 -4.186  0.100
H 0.539 4.209 -2.507  0.050
H 1.053 7.675 -1.398  0.080
C -3.754 3.376 -3.582  -0.258
C -5.013 3.563 -4.506  -0.209
O -5.426 4.910 -4.333  -0.055
O -2.587 4.055 -3.979  -0.072
H -3.503 2.315 -3.571  0.082
H -3.942 3.536 -2.520  0.100
H -5.744 2.807 -4.219  0.111
H -4.594 3.326 -5.484  0.112
H -5.397 5.031 -3.381  0.084
H -2.823 4.976 -4.114  0.085
C -0.909 1.895 2.930  -0.255
C -1.658 1.750 4.281  -0.173
O -0.666 1.534 5.301  -0.108
O -1.902 2.029 1.981  -0.092
H -0.342 0.975 2.787  0.110
H -0.225 2.745 2.929  0.110
H -2.253 0.848 4.139  0.118
H -2.306 2.610 4.448  0.125
H -0.044 2.249 5.451  0.013
H -1.683 1.499 1.211  0.031
C -1.459 -1.930 6.531  -0.206
C -0.459 -2.860 5.762  -0.235
O 0.038 -2.290 4.602  -0.090
O -0.824 -0.735 7.023  -0.069
H -1.906 -2.567 7.294  0.113
H -2.288 -1.619 5.896  0.099
H -0.911 -3.823 5.526  0.124
H 0.399 -2.938 6.430  0.117
H -0.656 -2.398 3.948  0.045
H -0.694 -0.155 6.269  0.026
C -0.937 1.485 -1.510  -0.050
C -0.854 0.188 -0.875  -0.425
C 0.485 0.034 -0.112  -0.176
O 0.675 -1.268 0.329  -0.198
C 1.590 -1.401 1.424  -0.044
N -2.061 -0.045 -0.101  0.092
H -0.231 1.591 -2.334  0.070
H -0.615 2.247 -0.801  0.087
H -1.890 1.763 -1.961  0.082
H -0.766 -0.628 -1.593  0.138
H 0.453 0.725 0.730  0.110
H 1.346 0.323 -0.715  0.120
H 2.253 -0.537 1.426  0.063
H 2.226 -2.278 1.302  0.080
H 1.147 -1.558 2.408  0.083
H -2.820 -0.075 -0.766  0.032
H -2.103 -0.980 0.281  0.055
C 2.699 1.584 6.441  -0.024
C 2.608 2.861 5.554  -0.375
C 2.789 2.603 4.081  -0.247
O 3.992 2.001 3.751  -0.158
C 4.094 1.740 2.357  -0.106
N 1.265 3.494 5.731  0.039
H 3.713 1.194 6.351  0.067
H 2.046 0.781 6.101  0.076
H 2.598 1.811 7.503  0.079
H 3.365 3.599 5.822  0.137
H 2.541 3.516 3.540  0.128
H 2.075 1.851 3.747  0.117
H 4.402 2.620 1.791  0.088
H 3.235 1.368 1.798  0.062
H 4.890 1.016 2.184  0.088
H 1.320 3.924 6.643  0.091
H 1.255 4.290 5.109  0.081
C -4.475 -2.169 -1.168  -0.052
C -4.330 -1.841 -2.683  -0.363
C -5.706 -1.819 -3.369  -0.205
O -6.189 -3.134 -3.536  -0.173
C -7.262 -3.146 -4.399  -0.132
N -3.660 -0.514 -2.653  0.059
H -5.081 -1.473 -0.588  0.073
H -3.559 -2.414 -0.629  0.053
H -4.961 -3.144 -1.143  0.072
H -3.682 -2.544 -3.206  0.144
H -5.523 -1.469 -4.385  0.108
H -6.315 -1.070 -2.864  0.129
H -6.843 -3.067 -5.403  0.090
H -8.069 -2.451 -4.170  0.095
H -7.589 -4.176 -4.260  0.095
H -4.388 0.088 -2.296  0.048
H -3.541 -0.387 -3.648  0.019
C 4.227 -0.054 -0.958  -0.034
C 5.523 -0.073 -1.806  -0.380
C 6.848 0.600 -1.227  -0.150
O 8.025 0.368 -2.026  -0.194
C 8.075 0.997 -3.320  -0.106
N 5.668 -1.432 -2.275  0.047
H 3.857 0.947 -0.738  0.067
H 4.378 -0.651 -0.058  0.076
H 3.486 -0.644 -1.498  0.072
H 5.427 0.511 -2.722  0.102
H 7.054 0.260 -0.212  0.119
H 6.746 1.683 -1.166  0.113
H 7.455 0.503 -4.068  0.073
H 9.091 1.003 -3.714  0.086
H 7.703 2.020 -3.368  0.080
H 5.897 -2.033 -1.496  0.067
H 6.488 -1.484 -2.863  0.094

Summary:
Net charge: 0
Orbital gap (eV): 9.44
Maximum force (eV/Å): 3.14
LUMO energy (eV): 0.136

---

(2)
Molecular formula: C42H125N7O24
Method: DFT, ωB97M-V/def2-TZVPD

Last column: Löwdin charge in e.
Positions of all 198 atoms, in Å:
C -1.560 4.543 -8.432  -0.090
O -2.053 3.217 -8.084  -0.202
C -1.551 2.825 -6.807  -0.241
C -1.007 1.434 -6.818  -0.234
N -0.053 1.247 -7.879  -0.058
C 0.516 -0.020 -8.383  -0.167
C 1.581 -0.657 -7.404  -0.205
O 2.092 -1.889 -7.901  -0.216
C 2.981 -2.642 -7.112  -0.104
H -1.987 5.350 -7.836  0.082
H -1.964 4.742 -9.424  0.083
H -0.471 4.581 -8.409  0.087
H -2.455 2.849 -6.198  0.123
H -0.852 3.568 -6.424  0.118
H -1.862 0.770 -6.945  0.115
H -0.627 1.244 -5.814  0.116
H -0.340 1.948 -8.548  0.095
H 1.055 0.087 -9.324  0.109
H -0.217 -0.718 -8.788  0.106
H 1.073 -0.879 -6.466  0.107
H 2.331 0.103 -7.184  0.117
H 3.131 -3.625 -7.559  0.092
H 2.456 -2.838 -6.177  0.077
H 3.821 -1.987 -6.881  0.088
C 1.534 -7.501 -2.950  -0.110
O 1.961 -8.011 -4.210  -0.167
C 1.521 -9.334 -4.418  -0.252
C 1.570 -9.662 -5.933  -0.174
N 3.003 -9.993 -6.297  -0.066
C 3.120 -10.242 -7.740  -0.228
C 4.615 -10.423 -8.148  -0.187
O 5.222 -9.190 -8.572  -0.157
C 4.617 -8.771 -9.757  -0.152
H 2.096 -6.583 -2.780  0.081
H 1.860 -8.064 -2.075  0.086
H 0.478 -7.233 -2.939  0.089
H 0.496 -9.665 -4.251  0.109
H 2.015 -10.065 -3.778  0.120
H 1.144 -8.846 -6.517  0.112
H 0.923 -10.506 -6.171  0.109
H 3.769 -9.465 -5.903  0.107
H 2.512 -9.582 -8.358  0.096
H 2.513 -11.133 -7.896  0.108
H 4.550 -11.225 -8.884  0.110
H 5.143 -10.801 -7.273  0.120
H 3.707 -8.216 -9.529  0.078
H 4.175 -9.595 -10.317  0.080
H 5.153 -8.279 -10.569  0.089
C -2.446 -1.218 13.736  -0.090
O -2.985 -0.850 12.415  -0.203
C -2.078 -1.278 11.358  -0.196
C -2.761 -1.748 10.096  -0.222
N -3.025 -0.722 9.109  -0.077
C -3.749 -1.317 8.031  -0.235
C -2.972 -2.084 6.940  -0.209
O -3.680 -2.202 5.715  -0.239
C -3.171 -2.781 4.508  -0.079
H -2.323 -2.295 13.850  0.080
H -2.975 -0.884 14.628  0.078
H -1.496 -0.696 13.845  0.078
H -1.621 -2.205 11.704  0.109
H -1.341 -0.486 11.218  0.127
H -3.734 -2.167 10.351  0.119
H -2.304 -2.516 9.473  0.115
H -3.404 0.069 9.609  0.118
H -4.084 -0.514 7.375  0.115
H -4.717 -1.751 8.281  0.122
H -2.899 -3.103 7.320  0.112
H -2.064 -1.584 6.603  0.126
H -2.211 -2.280 4.384  0.084
H -3.862 -2.453 3.732  0.083
H -3.225 -3.869 4.539  0.084
C -9.383 11.867 4.708  -0.135
O -9.890 10.767 5.497  -0.186
C -10.526 9.741 4.565  -0.172
C -9.607 9.162 3.566  -0.230
N -10.306 8.358 2.511  -0.053
C -9.752 8.389 1.074  -0.193
C -8.532 7.514 0.898  -0.188
O -7.927 7.331 -0.445  -0.195
C -7.252 8.461 -0.859  -0.146
H -9.493 12.856 5.154  0.077
H -9.731 11.914 3.676  0.081
H -8.293 11.891 4.693  0.078
H -11.408 10.289 4.231  0.120
H -10.849 8.913 5.197  0.125
H -9.035 8.380 4.066  0.119
H -8.940 9.837 3.030  0.109
H -11.256 8.703 2.520  0.082
H -9.604 9.436 0.807  0.093
H -10.434 8.214 0.242  0.117
H -8.821 6.517 1.228  0.122
H -7.742 7.847 1.571  0.114
H -7.822 9.369 -0.664  0.082
H -7.118 8.382 -1.938  0.088
H -6.274 8.348 -0.391  0.091
C -15.426 -9.429 10.625  -0.090
O -15.398 -8.715 9.356  -0.174
C -15.023 -9.510 8.204  -0.240
C -15.124 -8.675 7.026  -0.285
N -14.164 -7.612 7.068  -0.050
C -14.317 -6.828 5.776  -0.168
C -15.690 -6.248 5.494  -0.225
O -16.423 -6.861 4.419  -0.207
C -17.668 -6.221 4.275  -0.116
H -14.478 -9.859 10.947  0.084
H -16.230 -10.166 10.629  0.079
H -15.763 -8.864 11.493  0.077
H -15.490 -10.493 8.132  0.123
H -13.991 -9.859 8.149  0.121
H -16.138 -8.298 6.889  0.117
H -14.848 -9.280 6.163  0.132
H -14.270 -7.164 7.967  0.103
H -13.970 -7.498 4.990  0.115
H -13.608 -6.001 5.787  0.109
H -15.442 -5.281 5.058  0.121
H -16.217 -6.338 6.444  0.117
H -18.281 -6.868 3.647  0.089
H -17.449 -5.319 3.704  0.086
H -18.085 -6.013 5.260  0.086
C -13.050 6.260 -12.497  -0.136
O -12.472 5.120 -11.961  -0.187
C -13.365 4.317 -11.277  -0.235
C -12.516 3.227 -10.598  -0.177
N -12.108 2.072 -11.496  -0.033
C -10.928 2.361 -12.366  -0.196
C -9.570 2.534 -11.721  -0.235
O -9.193 1.328 -11.081  -0.204
C -7.779 1.227 -10.820  -0.103
H -13.487 5.982 -13.456  0.086
H -12.332 6.965 -12.914  0.084
H -13.742 6.877 -11.925  0.090
H -14.107 3.820 -11.902  0.128
H -13.811 4.935 -10.498  0.119
H -13.124 2.856 -9.773  0.109
H -11.637 3.581 -10.060  0.102
H -11.950 1.272 -10.900  0.091
H -11.108 3.225 -13.007  0.109
H -10.787 1.531 -13.058  0.113
H -9.679 3.226 -10.886  0.114
H -8.815 2.782 -12.467  0.123
H -7.338 2.101 -10.340  0.080
H -7.197 1.131 -11.736  0.080
H -7.591 0.376 -10.165  0.080
C -8.979 -0.291 -3.761  -0.096
O -9.515 -1.229 -2.787  -0.216
C -9.134 -0.999 -1.388  -0.203
C -8.570 -2.199 -0.710  -0.221
N -9.541 -3.266 -0.716  -0.054
C -9.314 -4.417 0.135  -0.187
C -8.479 -5.503 -0.608  -0.231
O -7.392 -4.881 -1.161  -0.226
C -6.658 -5.647 -2.058  -0.099
H -9.208 -0.590 -4.784  0.083
H -7.918 -0.147 -3.559  0.076
H -9.335 0.721 -3.569  0.075
H -10.104 -0.790 -0.938  0.113
H -8.463 -0.142 -1.328  0.116
H -8.270 -1.989 0.317  0.130
H -7.732 -2.551 -1.311  0.114
H -9.419 -3.794 -1.569  0.099
H -10.291 -4.766 0.471  0.106
H -8.899 -4.266 1.132  0.113
H -8.962 -6.041 -1.423  0.119
H -8.050 -6.250 0.060  0.122
H -6.109 -6.405 -1.499  0.089
H -5.944 -4.954 -2.502  0.095
H -7.297 -6.124 -2.801  0.091
O -10.230 -9.666 4.355  -0.053
H -10.971 -9.402 4.901  0.023
H -10.512 -10.483 3.945  0.028
O -4.849 -12.409 -3.230  -0.055
H -5.056 -11.980 -4.061  0.027
H -5.395 -13.196 -3.224  0.028
O -13.915 3.952 1.071  -0.055
H -14.298 3.832 1.940  0.029
H -13.852 4.901 0.965  0.026
O -11.364 -6.347 -4.761  -0.056
H -12.212 -6.022 -4.460  0.028
H -11.155 -5.806 -5.522  0.030
O -14.131 -1.221 -0.666  -0.053
H -13.897 -0.302 -0.794  0.028
H -13.301 -1.693 -0.741  0.022
O -5.081 -10.133 4.974  -0.055
H -5.096 -10.407 4.057  0.027
H -6.003 -10.114 5.233  0.027
O -11.024 -0.120 5.141  -0.054
H -10.719 -0.716 4.456  0.027
H -10.649 0.728 4.904  0.027
O -10.118 -3.392 -10.043  -0.051
H -9.575 -4.169 -10.178  0.028
H -9.501 -2.661 -10.067  0.023
O -13.248 -2.358 -4.905  -0.050
H -12.498 -1.796 -4.709  0.022
H -13.832 -2.248 -4.154  0.026
O -12.123 -10.488 -3.972  -0.054
H -12.995 -10.461 -3.579  0.027
H -11.830 -9.577 -3.970  0.021

Summary:
Net charge: 0
Orbital gap (eV): 8.67
Maximum force (eV/Å): 4.06
LUMO energy (eV): 0.265

---

(3)
Molecular formula: C42H22N9O2Pd
Method: DFT, ωB97M-V/def2-TZVPD

Last column: Löwdin charge in e.
Positions of all 76 atoms, in Å:
Pd -0.746 0.418 -0.904  1.082
C 4.934 2.965 -2.860  -0.034
C 4.692 2.239 -4.015  -0.033
C 3.495 1.535 -4.194  0.029
C 2.584 1.587 -3.168  -0.094
C 1.248 0.988 -3.010  -0.188
N 0.758 1.339 -1.792  0.036
C 1.638 2.146 -1.154  -0.192
N 1.469 2.744 0.006  0.245
C 0.453 2.496 0.809  -0.205
C 0.141 3.300 2.005  -0.109
C 0.726 4.425 2.531  0.028
C 0.156 4.948 3.698  -0.034
C -0.942 4.347 4.295  -0.035
C -1.524 3.194 3.756  0.027
C -0.963 2.696 2.605  -0.118
C -1.299 1.527 1.772  -0.217
N -2.244 0.665 2.066  0.248
C -2.639 -0.291 1.244  -0.190
N -2.324 -0.418 -0.061  0.037
C -2.992 -1.477 -0.600  -0.186
N -3.008 -1.849 -1.856  0.251
C -2.210 -1.350 -2.782  -0.183
N -1.116 -0.588 -2.588  0.025
C -0.499 -0.343 -3.764  -0.184
N 0.640 0.295 -3.946  0.249
C -1.271 -0.984 -4.844  -0.092
C -1.092 -1.025 -6.204  0.027
C -2.050 -1.726 -6.949  -0.035
C -3.120 -2.355 -6.335  -0.035
C -3.286 -2.318 -4.944  0.028
C -2.349 -1.619 -4.225  -0.091
C -3.784 -2.117 0.462  -0.092
C -4.616 -3.210 0.453  0.030
C -5.229 -3.550 1.665  -0.033
C -5.016 -2.805 2.814  -0.034
C -4.177 -1.684 2.808  0.028
C -3.569 -1.369 1.618  -0.094
N -0.430 1.477 0.729  0.032
C 2.827 2.317 -2.006  -0.095
C 3.991 3.023 -1.826  0.027
H 5.869 3.497 -2.755  0.116
H 5.443 2.214 -4.792  0.116
H 3.298 0.968 -5.093  0.126
H 1.591 4.878 2.066  0.126
H 0.582 5.835 4.146  0.116
H -1.353 4.777 5.198  0.116
H -2.371 2.711 4.223  0.126
H -0.246 -0.544 -6.675  0.125
H -1.950 -1.781 -8.024  0.116
H -3.836 -2.892 -6.941  0.116
H -4.110 -2.821 -4.456  0.125
H -4.779 -3.786 -0.447  0.127
H -5.880 -4.412 1.706  0.116
H -5.505 -3.097 3.732  0.116
H -4.008 -1.097 3.700  0.125
H 4.172 3.591 -0.924  0.125
O 1.542 -3.660 -0.786  0.003
C 1.212 -2.562 -0.338  -0.647
O 0.427 -1.729 -0.878  -0.128
C 1.821 -2.202 1.034  -0.176
C 2.814 -3.090 1.532  0.005
C 3.404 -2.834 2.726  -0.004
C 3.007 -1.691 3.461  -0.161
C 3.564 -1.354 4.716  -0.033
C 3.142 -0.245 5.393  -0.083
C 2.135 0.572 4.838  -0.081
C 1.585 0.263 3.625  -0.023
C 2.006 -0.873 2.895  -0.216
N 1.427 -1.133 1.682  0.162
H 3.063 -3.948 0.926  0.113
H 4.168 -3.487 3.130  0.118
H 4.332 -1.995 5.132  0.115
H 3.572 0.007 6.354  0.103
H 1.795 1.446 5.380  0.099
H 0.808 0.883 3.208  0.074

Summary:
Net charge: +1
Orbital gap (eV): 3.63
Maximum force (eV/Å): 0.75
LUMO energy (eV): -6.169